# 1
23
Properties=species:S:1:pos:R:3 method="wB97M-V/def2-TZVPD" charge=+2 spin_multiplicity=2 e_lumo_ha="-0.2674 / -0.4928" orbital_gap_ev="10.725 / 4.555" s2=0.755 e_homo_ev="-18.0 / -18.0"
C -1.4102 -1.2856 -0.1369
O -2.1725 -1.7275 0.9552
C -1.2113 0.2725 0.0186
C -0.9184 0.7931 -1.4131
C 0.6127 0.4870 -1.7686
N 1.6661 1.1502 -0.9520
N -0.1721 0.5170 1.0239
H -0.4289 -1.8014 -0.0117
H -2.0132 -1.5137 -1.1656
H -2.2794 -2.7021 0.8149
H -2.2161 0.5396 0.4401
H -1.4051 0.2743 -2.1473
H -0.9797 1.9562 -1.4148
H 0.8287 -0.4501 -1.5910
H 0.8553 0.6999 -2.8643
H 2.5264 0.6238 -0.9050
H 1.8552 2.1460 -1.0857
H 0.7627 1.0703 0.6539
H 0.0543 -0.3709 1.5432
H -0.6057 1.2625 1.6150
H 2.0041 -0.9870 3.3419
H 2.7814 -0.5485 2.3951
O 1.8655 -0.4056 2.6542

***

# 2
23
Properties=species:S:1:pos:R:3 method="wB97M-V/def2-TZVPD" charge=+1 e_lumo_ha=-0.1108 orbital_gap_ev=9.126 e_homo_ev=-12.1
N -1.1441 0.0674 1.3149
C 0.0840 -0.6312 0.6026
C 1.1599 0.4653 0.6005
C 2.5054 -0.1822 0.3515
S 3.6918 0.8534 -0.6512
C -0.4568 -0.8927 -0.7813
N -1.4859 -1.9076 -0.8150
H -1.0497 0.1020 2.3308
H -1.9015 -0.6270 1.2405
H -1.3574 0.9637 0.8412
H 0.3343 -1.4133 1.3390
H 1.1350 1.1738 1.4280
H 0.8617 1.1232 -0.2755
H 2.4281 -1.0865 -0.2496
H 2.9939 -0.5009 1.2890
H 3.6049 1.9466 0.1151
H -0.7280 0.0227 -1.3028
H 0.4740 -1.2130 -1.3202
H -2.0258 -1.9357 -1.6643
H -1.0982 -2.8109 -0.5870
H -3.2699 1.6835 -1.4803
H -2.3088 2.8604 -1.2815
O -2.4469 1.9387 -1.0446

***

# 3
22
Properties=species:S:1:pos:R:3 method="wB97M-V/def2-TZVPD" smiles="C=N.CNN.CC" e_lumo_ha=0.0405 orbital_gap_ev=9.688 e_homo_ev=-8.6
C -1.0401 -1.8718 -0.9082
C 0.9327 0.5535 -1.5171
C -0.1804 1.1851 -2.3409
N -0.5143 -2.4805 0.0629
H 0.0387 -3.2973 -0.1809
H -0.2700 -0.8997 1.3390
H -0.9558 -2.1558 -1.9604
H -1.6615 -1.0158 -0.6811
H 1.3959 -0.2680 -2.0635
H 1.7234 1.2859 -1.3397
H 0.2062 1.6237 -3.2614
H -0.6732 1.9721 -1.7733
H -0.9317 0.4457 -2.6140
C 1.0584 0.2727 2.3808
N -0.0243 0.0979 1.4277
N -1.2103 0.8105 1.7415
H 0.5713 0.2791 -0.4750
H -1.4781 0.6929 2.7229
H -1.0322 1.8007 1.5833
H 1.3822 1.3162 2.3648
H 1.8886 -0.3619 2.0794
H 0.7745 0.0149 3.4134

***

# 4
23
Properties=species:S:1:pos:R:3 method="wB97M-V/def2-TZVPD" e_lumo_ha=0.0261 orbital_gap_ev=7.408 e_homo_ev=-6.7
C -1.5651 -0.1490 0.3299
C -1.0944 -0.7290 -0.9533
C -1.7243 1.3668 0.2925
N -0.4392 -0.4471 1.3815
O -2.7387 -0.7807 0.8684
H -3.1540 -0.1992 1.5200
H -0.4842 -1.4453 1.5744
H -0.5857 0.0478 2.2586
H -2.0311 1.7630 1.2678
H -1.6823 -0.3325 -1.7811
H -1.2132 -1.8166 -0.9367
H 0.4283 -0.3634 -0.8537
H -2.4976 1.6180 -0.4319
H -0.7871 1.8382 -0.0019
C 2.5770 -0.9439 -0.6786
N 1.4906 -0.0492 -0.3136
N 1.7571 1.3377 -0.5390
H 0.5991 -0.2450 0.8344
H 2.0018 1.4890 -1.5184
H 2.5633 1.6236 0.0131
H 3.4645 -0.7942 -0.0500
H 2.2363 -1.9750 -0.5536
H 2.8789 -0.8142 -1.7287

***

# 5
23
Properties=species:S:1:pos:R:3 method="wB97M-V/def2-TZVPD" smiles=NCCNCCN.O e_lumo_ha=0.0318 orbital_gap_ev=9.082 e_homo_ev=-8.2
N -1.0176 1.5846 -1.2162
C -1.1348 0.2332 -1.7988
C -0.1960 -0.7853 -1.2027
N -0.8263 -1.4624 -0.0529
C -0.0127 -1.8528 1.0832
C 0.1945 -0.7540 2.1503
N 0.9754 0.4157 1.7679
H -1.7489 2.1883 -1.5671
H -1.1685 1.5653 -0.2037
H -0.8964 0.3683 -2.8602
H -2.1519 -0.1768 -1.8482
H -0.1030 -1.5467 -1.9734
H 0.8014 -0.4555 -0.9599
H -1.6705 -0.9863 0.2342
H -0.5869 -2.6406 1.5741
H 0.9627 -2.2323 0.7793
H -0.7981 -0.4586 2.5033
H 0.7254 -1.2391 2.9767
H 0.8957 0.7121 0.8025
H 1.9556 0.2438 1.9473
H 1.2297 2.6838 -0.2748
H 1.1710 1.6164 -1.2738
O 1.8025 1.9761 -0.6285

***

# 6
23
Properties=species:S:1:pos:R:3 method="wB97M-V/def2-TZVPD" charge=+1 spin_multiplicity=2 e_lumo_ha="-0.0934 / -0.1084" orbital_gap_ev="4.470 / 9.372" s2=0.751 e_homo_ev="-7.0 / -12.3"
C 0.5452 -1.0610 1.8800
C 1.1176 0.1852 1.1594
C 0.8754 0.4732 -0.2795
C 1.6546 -0.0581 -1.2438
N 1.5978 0.2335 -2.5802
N -0.1391 1.5209 -0.5868
N -1.0020 -1.0775 1.6961
H 0.8742 -2.0105 1.4797
H 0.7987 -0.8860 2.9235
H 1.2170 1.0520 1.8269
H 2.2127 -0.0235 1.2101
H 2.4459 -0.7567 -1.0215
H 2.2635 -0.1631 -3.2257
H 1.0804 1.0525 -2.8230
H -0.1293 1.9300 -1.5318
H -0.0262 2.2277 0.1659
H -1.0947 1.1078 -0.5126
H -1.5898 -1.1799 2.5261
H -1.2925 -0.1774 1.1947
H -1.1204 -1.9131 1.1153
H -3.8200 0.3606 -0.6511
H -3.3350 -0.5928 -1.7871
O -3.1338 -0.2440 -0.9348

***

# 7
23
Properties=species:S:1:pos:R:3 method="wB97M-V/def2-TZVPD" charge=+2 e_lumo_ha=-0.2484 orbital_gap_ev=8.510 e_homo_ev=-15.3
C 0.4946 -1.3335 -1.3891
C 0.2514 -0.3362 -0.2232
C 0.7715 1.0758 -0.4597
C -0.0240 1.6657 -1.3612
N 0.1303 3.2548 -1.3243
N 1.9541 1.3341 0.1265
N 0.0408 -2.7553 -0.9849
H -0.1030 -1.1674 -2.2673
H 1.4812 -1.2839 -1.9079
H 0.8727 -0.8147 0.7354
H -0.7798 -0.2008 0.2810
H -0.8218 1.2941 -1.8868
H -0.1572 3.4242 -0.2487
H 0.9436 3.7530 -1.4913
H -0.7144 3.4893 -2.0622
H 2.8496 1.7192 -0.3237
H 2.1007 0.9879 1.0760
H -1.0189 -2.7058 -0.7112
H 0.3410 -3.2356 -0.1386
H 0.2720 -3.3382 -1.7672
H -2.4582 -1.1560 4.9773
H -3.1351 -2.2338 5.9122
O -3.2910 -1.4368 5.4387

***

# 8
25
Properties=species:S:1:pos:R:3 method="wB97M-V/def2-TZVPD" smiles="NCC[C@H](N)C(N)=O.O.O" e_lumo_ha=0.0071 orbital_gap_ev=8.923 e_homo_ev=-8.7
N -2.3735 -0.8468 -0.4453
C -0.9650 -0.4961 -0.4407
C -0.4138 -0.4013 0.9871
C -0.9386 0.8250 1.7362
N -0.0433 1.9062 2.1266
C -0.1820 -1.5462 -1.2362
N 1.1801 -1.5334 -1.1708
O -0.7487 -2.4582 -1.8096
H -2.7676 -1.0639 0.4514
H -2.5723 -1.5630 -1.1258
H -0.9377 0.5042 -0.8687
H -0.5517 -1.3572 1.4697
H 0.6653 -0.2693 0.8701
H -1.8492 1.1997 1.2465
H -1.4805 0.5092 2.6400
H 0.9209 1.6381 1.9987
H -0.1677 2.7352 1.5679
H 1.6667 -2.4102 -1.2400
H 1.7455 -0.7626 -0.8527
H 2.8254 1.4300 0.1011
H 2.9562 1.1688 1.5917
O 2.6433 0.7631 0.7753
H 0.4298 1.7887 -1.4932
H 0.6446 3.3395 -1.1653
O 0.7516 2.4265 -0.8539

***

no.,total energy (hartree)
1,-420.60036
2,-744.09264
3,-325.57849
4,-400.77579
5,-400.87867
6,-400.52809
7,-400.18886
8,-551.38749